# 1
Molecular formula: C10H12N2S
Method: DFT, ωB97M-V/def2-TZVPD

**E_LUMO**: 0.0311 Eh
**Orbital gap**: 9.50 eV
**Structure (SMILES)**: C[C@H]1CN=C(Nc2ccccc2)S1
**Energy relative to the best compared isomer or geometry (same formula, charge and spin)**: 19.1 kJ/mol
**Charge**: 0

XYZ file:
```
25
Properties=species:S:1:pos:R:3:forces:R:3
C 3.698 -1.440 -0.072 1.601 0.778 0.146
C 2.680 -0.434 0.441 0.671 -1.164 -1.409
C 3.025 0.989 0.057 -1.534 0.291 0.230
N 1.741 1.736 0.031 -0.522 -0.662 -0.520
C 0.787 0.937 -0.291 -0.232 -0.129 -0.161
N -0.485 1.307 -0.706 0.169 3.241 0.459
C -1.688 0.619 -0.360 1.442 -0.035 1.226
C -2.466 0.049 -1.307 -0.769 -0.038 -2.142
C -3.651 -0.578 -0.989 -1.059 -0.145 0.913
C -4.073 -0.669 0.366 1.381 -0.005 -1.767
C -3.208 -0.154 1.315 -0.585 0.120 1.509
C -2.039 0.530 0.961 -1.057 -0.449 0.991
S 1.074 -0.827 -0.386 0.658 0.926 0.527
H 3.369 -2.368 0.293 -0.093 -1.640 0.181
H 3.847 -1.484 -1.161 -0.509 0.193 0.315
H 4.727 -1.272 0.343 -0.863 0.036 -0.064
H 2.561 -0.595 1.512 -0.099 0.364 0.036
H 3.689 1.371 0.822 0.209 0.434 -0.006
H 3.488 1.082 -0.943 -0.047 -0.252 0.411
H -0.627 2.340 -0.494 0.518 -1.621 -0.649
H -2.208 0.224 -2.357 0.053 -0.345 0.367
H -4.288 -0.948 -1.792 0.167 0.004 0.250
H -4.992 -1.173 0.598 -0.178 -0.044 0.257
H -3.502 -0.268 2.392 0.473 0.305 -1.076
H -1.461 1.027 1.729 0.206 -0.163 -0.023
```
Positions in Å, forces in eV/Å.

These are the Löwdin partial charges, in e, on atoms 1 to 4:
1 C -0.16
2 C -0.61
3 C -0.24
4 N 0.04

***

# 2
Molecular formula: C10H12N3O2
Method: DFT, ωB97M-V/def2-TZVPD

**E_LUMO**: -0.1792 Eh
**Orbital gap**: 7.48 eV
**Energy relative to the best compared isomer or geometry (same formula, charge and spin)**: 412.2 kJ/mol
**Charge**: +1

XYZ file:
```
27
Properties=species:S:1:pos:R:3:forces:R:3
C 0.445 0.629 4.477 1.528 0.650 -1.458
C 1.109 -0.487 3.880 -2.254 1.892 -0.457
C -0.243 1.535 3.606 -0.188 1.963 3.937
C 1.026 -0.713 2.479 -1.054 2.338 2.613
C -0.200 1.360 2.272 -1.097 0.442 -1.615
C 0.350 0.256 1.714 1.897 -2.271 0.235
C 0.757 1.037 -0.637 -0.936 0.723 2.904
C 0.531 0.943 -1.936 0.904 2.727 -1.231
C -0.680 -0.814 -0.224 0.709 -1.594 0.516
C -0.952 -0.956 -4.470 -4.502 -0.699 -0.725
N -0.758 -1.011 -1.614 -0.625 0.026 0.145
N 0.255 0.111 0.292 -0.267 -0.080 -2.670
N -0.032 -0.175 -2.493 1.525 -6.854 -2.350
O -1.281 -1.606 0.439 -0.423 0.324 0.505
O -0.785 0.140 -3.599 0.294 0.614 -0.324
H 0.833 0.944 5.485 -1.387 -0.535 -0.792
H 1.514 -1.166 4.590 0.851 -0.667 -0.048
H -0.776 2.492 4.053 1.295 -2.153 -0.972
H 1.541 -1.567 2.226 0.705 -1.710 -1.668
H -0.629 2.016 1.520 -0.372 0.427 0.610
H 1.127 1.969 -0.136 0.068 -1.027 -0.926
H 0.686 1.727 -2.723 0.223 -0.843 1.212
H -1.644 -1.796 -4.017 1.280 1.601 -0.632
H -0.106 -1.466 -4.912 0.808 0.580 0.065
H -1.638 -0.424 -5.232 1.370 -1.297 0.701
H -1.335 -1.878 -1.959 1.745 2.486 0.751
H 0.884 -1.100 -3.081 -2.099 2.936 1.674
```
Positions in Å, forces in eV/Å.

These are the Löwdin partial charges, in e, on atoms 1 to 4:
1 C -0.04
2 C -0.04
3 C -0.07
4 C 0.03

***

# 3
Molecular formula: C10H12N3O2
Method: DFT, ωB97M-V/def2-TZVPD

**E_LUMO**: -0.1736 Eh
**Orbital gap**: 8.02 eV
**Energy relative to the best compared isomer or geometry (same formula, charge and spin)**: 575.7 kJ/mol
**Charge**: +1

XYZ file:
```
27
Properties=species:S:1:pos:R:3:forces:R:3
C -1.792 1.337 -0.037 1.039 -0.663 0.147
C -1.554 0.504 1.021 -0.297 1.673 -1.253
C 1.124 -1.739 1.564 -1.172 -2.145 2.629
C -0.968 1.650 -1.211 -0.986 -0.166 -1.007
C -0.403 -0.303 1.014 1.388 -1.480 -2.889
C 0.391 -0.621 -0.121 -1.140 3.488 -1.154
C 0.033 0.956 -1.704 0.577 -4.385 4.939
C -1.480 2.758 -2.096 0.031 0.774 -1.097
C -0.769 -1.466 3.157 -2.586 -0.375 -0.588
C 2.524 -1.908 -0.420 -0.306 0.608 -4.677
N 0.023 -1.126 2.015 0.792 0.446 -1.519
N 1.344 -1.558 0.290 -1.574 2.806 -0.939
N 1.039 1.000 -2.656 -0.150 1.346 -0.043
O 0.854 1.955 -3.404 0.616 -0.560 -0.445
O 1.966 0.247 -2.587 0.549 -0.360 -0.617
H -2.662 1.901 -0.201 -1.353 0.486 0.997
H -2.175 0.505 1.908 -0.355 0.084 -0.417
H 1.499 -2.520 2.199 0.818 -0.140 -0.200
H -0.778 3.582 -2.039 0.468 0.161 -0.123
H -1.486 2.479 -3.215 -0.467 0.398 1.974
H -2.388 3.229 -1.684 -0.013 -0.703 -0.524
H -1.278 -2.463 3.039 -0.062 1.094 -0.647
H -0.094 -1.758 3.887 1.024 0.600 2.337
H -1.568 -0.636 3.305 1.887 -1.682 0.517
H 2.402 -2.184 -1.572 -0.546 0.556 2.652
H 3.236 -1.120 -0.471 0.366 0.965 0.327
H 2.958 -2.700 0.021 1.453 -2.826 1.619
```
Positions in Å, forces in eV/Å.

These are the Löwdin partial charges, in e, on atoms 1 to 4:
1 C 0.01
2 C 0.02
3 C -0.03
4 C -0.21

***

# 4
Molecular formula: C10H12N4O
Method: DFT, ωB97M-V/def2-TZVPD

**E_LUMO**: 0.0168 Eh
**Orbital gap**: 8.40 eV
**Structure (SMILES)**: CCC(=O)N1NC(C)=Nc2cnccc21
**Energy relative to the best compared isomer or geometry (same formula, charge and spin)**: 205.1 kJ/mol
**Charge**: 0

XYZ file:
```
27
Properties=species:S:1:pos:R:3:forces:R:3
C 1.526 0.921 -2.902 -0.438 0.391 -0.513
C 1.226 1.830 -1.707 0.838 -1.488 0.623
C 0.014 1.360 -0.882 -0.599 2.156 -0.323
O -0.986 2.019 -1.127 -0.288 -1.053 0.638
N 0.044 0.382 0.116 1.007 0.310 -0.709
N 1.315 -0.288 0.282 0.113 -0.546 1.736
C 1.793 -0.560 1.582 -1.274 0.636 1.219
C 3.228 -0.994 1.727 -0.582 -0.852 -0.954
N 1.084 -0.440 2.673 1.274 0.061 -1.546
C -0.192 0.111 2.554 -1.147 0.713 -1.230
C -0.931 0.384 3.717 -0.298 -0.714 -1.708
N -2.194 0.824 3.706 -0.162 0.904 -0.341
C -2.736 1.139 2.515 1.208 -0.844 0.299
C -2.090 0.927 1.298 0.252 0.130 -0.134
C -0.781 0.460 1.285 0.455 -0.352 1.321
H 1.925 -0.046 -2.611 0.110 -0.128 0.014
H 2.280 1.475 -3.464 -0.006 -0.448 -0.334
H 0.640 0.737 -3.539 0.447 0.231 0.312
H 1.015 2.849 -2.074 -0.046 -0.600 0.576
H 2.164 1.792 -1.113 -0.521 0.549 -0.038
H 2.000 -0.166 -0.452 -0.481 0.112 0.062
H 3.399 -1.915 1.132 0.073 0.532 0.211
H 3.488 -1.206 2.760 -0.307 0.153 -0.002
H 3.849 -0.198 1.347 0.474 0.205 -0.167
H -0.429 0.128 4.629 -0.154 0.038 0.597
H -3.712 1.591 2.425 -0.275 -0.144 0.653
H -2.650 1.173 0.412 0.326 0.048 -0.263
```
Positions in Å, forces in eV/Å.

These are the Löwdin partial charges, in e, on atoms 1 to 4:
1 C -0.10
2 C -0.17
3 C -0.40
4 O 0.06

***

# 5
Molecular formula: C10H12N4O
Method: DFT, ωB97M-V/def2-TZVPD

**E_LUMO**: 0.0102 Eh
**Orbital gap**: 9.42 eV
**Structure (SMILES)**: CCCOn1nnnc1-c1ccccc1
**Energy relative to the best compared isomer or geometry (same formula, charge and spin)**: 530.4 kJ/mol
**Charge**: 0

XYZ file:
```
27
Properties=species:S:1:pos:R:3:forces:R:3
C -3.112 -2.317 -2.136 -0.621 1.710 0.529
C -2.353 -0.987 -1.706 2.309 -2.597 -0.512
C -0.799 -1.232 -1.869 0.505 -1.550 -1.056
O -0.204 -0.304 -1.032 1.069 1.060 0.824
N 1.102 -0.650 -0.883 1.589 3.207 3.471
N 1.882 -1.169 -1.756 -3.053 -2.362 -3.599
N 3.023 -1.157 -1.337 5.192 -0.550 -0.188
N 3.189 -0.454 -0.194 -1.452 0.063 -0.220
C 1.967 -0.078 0.056 -1.850 -0.167 0.850
C 1.490 0.805 1.090 -0.533 1.283 1.476
C 2.310 1.162 2.182 0.442 -0.069 -0.822
C 1.939 2.131 3.099 -1.553 0.543 0.797
C 0.660 2.777 3.000 0.366 -0.818 -0.239
C -0.164 2.339 1.973 0.421 0.089 0.303
C 0.208 1.387 1.061 -0.016 -1.763 -0.298
H -2.609 -2.866 -2.909 0.172 0.226 -0.848
H -4.176 -2.088 -2.419 1.077 -0.428 0.251
H -3.081 -3.024 -1.316 -0.308 0.094 0.439
H -2.427 -0.822 -0.622 -0.495 0.193 -0.420
H -2.521 -0.103 -2.285 -0.826 0.418 -0.209
H -0.180 -1.099 -2.808 -1.966 -0.248 -0.082
H -0.365 -2.197 -1.507 -1.314 -0.033 -0.223
H 3.276 0.655 2.260 -0.274 0.278 0.100
H 2.543 2.280 3.995 0.027 0.178 -0.409
H 0.166 3.475 3.708 1.143 -0.426 -0.248
H -1.169 2.655 1.861 -0.826 0.629 0.320
H -0.593 0.882 0.496 0.775 1.041 0.015
```
Positions in Å, forces in eV/Å.

These are the Löwdin partial charges, in e, on atoms 1 to 4:
1 C -0.09
2 C -0.15
3 C -0.22
4 O -0.10

***

# 6
Molecular formula: C10H12NO2
Method: DFT, ωB97M-V/def2-TZVPD

**E_LUMO (alpha / beta)**: -0.2009 / -0.1836 Eh
**Orbital gap (alpha / beta)**: 7.00 / 7.15 eV
**Energy relative to the best compared isomer or geometry (same formula, charge and spin)**: 371.5 kJ/mol
**Charge**: +1

XYZ file:
```
25
Properties=species:S:1:pos:R:3:forces:R:3
C -2.118 1.153 2.167 2.037 -1.773 -0.305
C -3.018 0.567 1.293 -0.744 1.051 -1.954
C -0.765 0.772 1.948 -1.368 -0.211 -0.905
C -2.604 -0.281 0.288 -2.835 -0.879 0.296
C -0.440 -0.191 0.971 1.714 0.360 1.513
C 1.000 -0.339 0.535 0.068 0.062 -0.783
C 1.008 0.150 -0.827 -1.301 1.149 -0.931
C -1.121 -1.951 -0.579 2.212 -0.870 -0.538
C 3.494 0.763 -0.799 -0.416 2.558 -0.586
C 2.173 0.832 -1.514 -0.830 -2.970 0.160
N -1.376 -0.884 0.236 -1.339 0.348 -0.471
O 1.970 -0.628 1.218 -0.801 0.032 0.037
O -2.032 -2.477 -1.392 -0.455 1.317 1.022
H -2.350 1.740 3.016 -0.446 0.843 0.353
H -4.033 0.963 1.048 0.748 -0.430 1.107
H 0.022 1.360 2.408 0.167 -0.540 0.094
H -3.452 -0.633 -0.329 1.225 -0.188 -0.079
H -0.059 0.317 -1.302 2.485 -0.313 0.752
H -0.055 -2.301 -0.696 -1.326 0.448 0.627
H 4.134 1.544 -1.165 0.572 0.097 -0.660
H 4.018 -0.128 -0.691 0.456 -1.807 -0.506
H 3.329 1.081 0.162 -0.283 0.724 2.659
H 2.336 0.191 -2.370 -0.308 -0.096 -1.014
H 1.777 1.745 -1.906 0.357 0.933 -0.056
H -1.841 -3.368 -1.719 0.413 0.158 0.169
```
Positions in Å, forces in eV/Å.

These are the Löwdin partial charges, in e, on atoms 1 to 4:
1 C 0.01
2 C -0.03
3 C 0.06
4 C -0.01

***

Look up the charge of the sixth one. +1